(1)
Density functional theory data (ωB97M-V with the def2-TZVPD basis set) for an isolated molecule of C25H33N3O3.

Computed properties:
SMILES	COc1ccc(N2CCN(C(=O)CCNC(=O)c3ccc(C(C)(C)C)cc3)CC2)cc1
energy above the lowest of the compared OMol25 structures with the same formula, charge and spin	193.8	kJ/mol
orbital gap	8.159	eV
molar mass	423.557	g/mol

Geometry (Å):
C (-9.64, -1.12, 0.91)
O (-8.77, -1.22, -0.19)
C (-7.43, -1.07, 0.03)
C (-6.84, -0.82, 1.27)
C (-5.47, -0.69, 1.37)
C (-4.63, -0.78, 0.26)
N (-3.25, -0.69, 0.43)
C (-2.71, 0.40, 1.22)
C (-2.48, 1.65, 0.35)
N (-1.59, 1.32, -0.74)
C (-0.34, 1.79, -0.96)
O (0.36, 1.34, -1.86)
C (0.14, 2.90, -0.04)
C (1.49, 3.47, -0.51)
N (2.51, 2.45, -0.54)
C (3.30, 2.19, 0.52)
O (3.33, 2.90, 1.51)
C (4.20, 1.01, 0.36)
C (3.84, -0.12, -0.36)
C (4.70, -1.19, -0.46)
C (5.96, -1.18, 0.15)
C (6.88, -2.38, 0.00)
C (6.18, -3.62, 0.59)
C (8.21, -2.19, 0.73)
C (7.17, -2.60, -1.49)
C (6.30, -0.05, 0.89)
C (5.43, 1.02, 1.00)
C (-2.10, 0.23, -1.56)
C (-2.35, -0.99, -0.66)
C (-5.23, -1.04, -0.97)
C (-6.60, -1.19, -1.08)
H (-9.59, -0.14, 1.38)
H (-10.64, -1.27, 0.50)
H (-9.44, -1.90, 1.65)
H (-7.44, -0.73, 2.16)
H (-5.05, -0.52, 2.35)
H (-3.39, 0.66, 2.03)
H (-1.76, 0.08, 1.65)
H (-2.07, 2.46, 0.95)
H (-3.44, 1.97, -0.07)
H (0.26, 2.51, 0.97)
H (-0.59, 3.71, -0.02)
H (1.39, 3.89, -1.51)
H (1.82, 4.24, 0.19)
H (2.41, 1.78, -1.29)
H (2.87, -0.19, -0.84)
H (4.39, -2.06, -1.02)
H (5.26, -3.84, 0.06)
H (6.84, -4.48, 0.50)
H (5.95, -3.46, 1.64)
H (8.83, -3.08, 0.58)
H (8.76, -1.33, 0.34)
H (8.06, -2.06, 1.80)
H (7.84, -3.44, -1.62)
H (6.26, -2.80, -2.05)
H (7.64, -1.71, -1.91)
H (7.25, 0.01, 1.39)
H (5.70, 1.89, 1.58)
H (-1.35, 0.00, -2.32)
H (-3.03, 0.55, -2.03)
H (-2.75, -1.83, -1.24)
H (-1.40, -1.31, -0.22)
H (-4.64, -1.14, -1.87)
H (-7.05, -1.39, -2.04)


(2)
Density functional theory data (ωB97M-V with the def2-TZVPD basis set) for a structure of composition C22H17FeN6O4Se.

Computed properties:
energy above the lowest of the compared OMol25 structures with the same formula, charge and spin	45.3	kJ/mol
orbital gap (alpha / beta)	5.237 / 5.289	eV
total charge	-1
molar mass	564.221	g/mol

Geometry (Å):
Fe (0.05, 0.25, -0.42)
N (-3.05, 2.90, 1.11)
C (-2.08, 2.38, 0.34)
N (-1.31, 1.43, 0.72)
C (-1.47, 0.83, 1.96)
N (-0.88, -0.26, 2.28)
N (-0.14, -0.75, 1.22)
C (0.38, -1.90, 1.35)
C (1.07, -2.44, 0.18)
C (1.55, -3.73, 0.14)
C (2.07, -4.21, -1.06)
C (2.09, -3.38, -2.16)
C (1.61, -2.08, -2.02)
N (1.14, -1.62, -0.88)
C (-2.39, 1.47, 2.91)
C (-2.51, 1.07, 4.24)
C (-3.43, 1.67, 5.07)
C (-4.26, 2.68, 4.57)
C (-4.16, 3.09, 3.26)
C (-3.21, 2.49, 2.43)
H (-3.64, 3.63, 0.75)
H (-1.95, 2.79, -0.65)
H (0.26, -2.46, 2.27)
H (1.50, -4.36, 1.02)
H (2.45, -5.22, -1.13)
H (2.46, -3.72, -3.12)
H (1.59, -1.39, -2.86)
H (-1.86, 0.28, 4.59)
H (-3.51, 1.37, 6.10)
H (-5.00, 3.15, 5.22)
H (-4.80, 3.87, 2.87)
C (1.92, 1.01, 0.66)
C (1.74, 2.39, 0.39)
C (2.16, 3.02, -0.81)
C (2.01, 4.36, -1.03)
C (1.42, 5.19, -0.05)
C (0.97, 4.60, 1.13)
C (1.12, 3.25, 1.35)
C (1.31, 6.60, -0.25)
N (1.22, 7.74, -0.39)
H (1.80, 0.68, 1.68)
H (2.60, 0.42, 0.04)
H (2.59, 2.39, -1.59)
H (2.35, 4.80, -1.96)
H (0.50, 5.22, 1.88)
H (0.77, 2.81, 2.28)
O (-1.61, -0.63, -1.39)
Se (-1.29, 0.31, -2.73)
O (-2.53, 1.28, -3.11)
O (-0.03, 1.23, -2.05)
O (-0.70, -0.54, -3.97)